Here is a structure of composition C12H32IOP2SiTi from the OMol25 dataset. Energies are from ωB97M-V/def2-TZVPD.

As for the multiplicity: 2. The strongest force on any atom is 0.152 hartree/bohr. The total energy is -2670.4455 Eh. The LUMO energy (alpha / beta) comes out at -0.3166 / -0.3082 Eh. As for the expectation value of S²: 0.764. The value obtained for the HOMO energy (alpha / beta) is -0.5807 / -0.5813 Ha. The value obtained for the HOMO-LUMO gap (alpha / beta) is 7.186 / 7.430 eV. Its charge is +2.

Positions of all 50 atoms, in Å:
C 2.307 1.653 -2.353
I 0.309 1.427 -3.175
H 2.577 2.674 -2.522
H 2.977 0.919 -2.795
H 2.277 1.485 -1.240
Ti 0.502 0.311 -0.077
P 0.918 -1.705 -1.521
C 1.573 -3.220 -0.722
C -0.668 -2.244 -2.281
H -0.464 -3.015 -3.041
H 2.021 -2.709 -3.459
H -1.166 -1.383 -2.754
H 1.646 -0.967 -3.748
H 0.775 -3.787 -0.243
H -1.339 -2.669 -1.524
C 2.010 -1.700 -3.009
H 2.073 -3.850 -1.464
H 3.036 -1.447 -2.705
H 2.304 -2.919 0.032
P -0.045 2.819 -0.096
C 0.348 3.509 1.556
C 0.475 4.160 -1.222
H -2.129 2.546 -1.284
H -2.132 4.005 -0.256
H -2.378 2.400 0.488
C -1.859 2.945 -0.302
H 0.010 4.076 -2.205
H 0.170 5.106 -0.773
H 0.135 4.586 1.515
H 1.423 3.361 1.734
H 1.556 4.160 -1.354
H -0.219 3.034 2.368
C 2.260 -0.146 0.827
O 3.291 -0.420 1.323
C -3.325 -1.459 2.181
Si -1.465 -1.383 2.165
C -0.646 -1.152 3.825
C -0.879 -2.978 1.435
C -1.008 0.150 1.226
H -3.666 -2.166 2.938
H -3.704 -1.805 1.217
H -3.782 -0.492 2.394
H -1.092 -1.830 4.565
H 0.429 -1.382 3.762
H -0.756 -0.121 4.192
H -1.103 -3.043 0.367
H 0.197 -3.099 1.583
H -1.375 -3.822 1.934
H -1.824 0.615 0.632
H -0.575 0.968 1.868

Forces on the atoms, in the same order (eV/Å):
C -0.4753 -0.7549 0.7968
I 0.5277 -0.3832 0.3466
H 0.3197 0.3361 -0.2272
H -0.1640 0.2502 -0.1849
H -0.0099 0.2419 -0.8675
Ti -2.4186 0.8635 -0.9943
P 0.0772 -1.8822 -1.4352
C 0.0494 0.1172 0.2266
C -0.1939 0.1247 0.0852
H -0.0394 0.2779 0.2509
H -0.1387 0.4539 0.2928
H 0.1390 -0.3829 0.0797
H 0.2832 -0.4682 0.2523
H 0.2479 0.0815 -0.1198
H 0.1572 0.1671 -0.2866
C 0.1650 0.5433 -0.0167
H -0.1154 0.1540 0.0790
H -0.2274 -0.1079 -0.1809
H 0.0022 -0.2576 -0.0012
P -0.3993 0.7663 0.3774
C 0.0783 0.1427 -0.2100
C 0.3258 -0.0398 -0.0259
H -0.0802 0.0614 0.1525
H -0.0481 -0.1846 -0.0218
H -0.0568 0.2509 -0.1770
C 0.1395 0.1443 0.2043
H -0.0245 0.0074 0.2524
H 0.0510 -0.0356 0.0117
H 0.0410 -0.2806 0.2899
H -0.2835 0.1454 0.0535
H 0.0154 0.1918 0.0847
H 0.1256 0.1969 -0.2932
C 6.8171 -1.5311 3.5101
O -5.1757 1.2951 -2.5138
C 0.0267 0.1936 0.0113
Si -0.7933 -0.5550 1.2001
C -0.0068 0.0173 0.1124
C 0.3143 -0.1585 -0.2120
C 1.1387 1.1723 -1.3876
H -0.0237 -0.0477 0.0326
H -0.0070 0.0055 -0.0164
H -0.0442 -0.0025 0.0559
H 0.1824 0.1657 -0.1027
H -0.2289 0.0548 0.0787
H -0.0071 -0.2805 0.0118
H -0.0507 -0.1498 0.2244
H -0.0838 -0.0941 0.0181
H 0.0595 0.2213 -0.0747
H 0.1840 -0.4913 0.3310
H -0.3717 -0.5563 -0.0732

Results of the Löwdin charge analysis, in e, for atoms 1 through 6: number 1, C, carries -0.43; number 2, I, carries 1.06; number 3, H, carries 0.01; number 4, H, carries 0.02; number 5, H, carries -0.03; number 6, Ti, carries 0.43

Here is a structure of composition C12H32N2O5Rb from the OMol25 dataset. Energies are from ωB97M-V/def2-TZVPD.

As for the multiplicity: 1. The strongest force on any atom is 0.026 hartree/bohr. The total energy is -985.9754 Eh. The LUMO energy comes out at -0.1031 Eh. The value obtained for the HOMO energy is -0.4404 Ha. The value obtained for the HOMO-LUMO gap is 9.179 eV. For the energy above the lowest of the compared OMol25 structures with the same formula, charge and spin, the calculation gives 9.9 kcal per mole. Its charge is +1.

Positions of all 52 atoms, in Å:
Rb 24.773 -22.644 -22.817
C 22.979 -19.273 -21.700
O 23.905 -20.257 -21.315
C 24.621 -19.850 -20.143
C 25.538 -20.943 -19.586
N 26.491 -21.470 -20.567
C 27.499 -22.358 -20.019
C 28.172 -23.102 -21.168
O 27.236 -23.977 -21.790
C 27.827 -24.653 -22.894
H 23.460 -18.295 -21.870
H 22.254 -19.053 -20.911
H 22.536 -19.517 -22.662
H 23.922 -19.571 -19.353
H 25.256 -19.015 -20.466
H 24.933 -21.789 -19.247
H 26.071 -20.499 -18.735
H 26.880 -20.679 -21.071
H 27.045 -23.089 -19.352
H 28.322 -21.845 -19.505
H 29.049 -23.686 -20.874
H 28.506 -22.325 -21.873
H 27.015 -24.801 -23.608
H 28.223 -25.639 -22.646
H 28.569 -24.046 -23.417
C 24.170 -25.450 -25.108
C 24.586 -26.397 -23.994
O 24.515 -25.731 -22.725
O 25.154 -24.421 -25.161
H 23.143 -25.080 -25.008
H 24.170 -25.973 -26.073
H 25.608 -26.730 -24.189
H 23.944 -27.279 -23.986
H 23.883 -26.241 -22.215
H 24.768 -23.658 -25.599
C 21.341 -22.608 -19.539
C 21.492 -24.070 -19.944
C 20.178 -24.544 -20.523
O 20.252 -25.927 -20.775
C 19.058 -26.487 -21.267
N 22.578 -24.172 -20.928
H 21.061 -21.980 -20.396
H 22.307 -22.192 -19.237
H 20.631 -22.391 -18.743
H 21.749 -24.619 -19.039
H 19.925 -23.978 -21.436
H 19.301 -24.362 -19.882
H 19.134 -27.572 -21.234
H 18.825 -26.182 -22.290
H 18.245 -26.223 -20.578
H 22.565 -25.136 -21.262
H 22.217 -23.707 -21.765

Forces on the atoms, in the same order (eV/Å):
Rb 0.1893 -0.2548 0.5748
C 0.2640 1.3013 -0.0581
O 0.1177 -0.5457 0.3170
C 0.7630 -0.4887 -0.5298
C -0.1895 -0.2336 -0.3737
N -0.9212 0.5238 -0.2064
C 0.8355 -0.4439 -0.6448
C -0.3677 0.0508 0.0425
O 0.5275 0.4058 -0.1258
C -0.9278 -0.0587 -0.6099
H 0.2681 -0.2284 0.0337
H -0.3116 -0.4602 -0.1490
H -0.2836 -0.4093 0.2028
H -0.0015 0.2820 -0.0240
H -0.1844 0.3052 0.4067
H 0.0230 0.1010 0.2135
H -0.2337 -0.0290 0.1855
H 0.4161 -0.1883 0.1246
H -0.1488 0.1534 0.1053
H -0.2563 0.1121 0.3298
H 0.0107 0.1685 0.3089
H 0.0816 -0.2145 -0.1998
H 0.0979 -0.1826 -0.0364
H 0.2152 0.1387 0.2919
H 0.1939 0.0172 0.2558
C 0.1278 -0.7973 -0.5462
C -0.3181 0.2401 -0.2810
O -0.0825 -0.1830 -0.4529
O -0.3032 0.6025 0.2908
H 0.1515 0.2097 0.4571
H 0.1018 -0.1941 0.1793
H 0.0277 0.0721 0.1157
H 0.0064 0.0164 -0.1390
H 0.1557 0.0821 0.3413
H 0.1161 -0.0871 -0.4141
C 0.5438 0.8110 -0.3358
C -0.5115 1.0829 0.2918
C -0.9625 -0.4150 0.1096
O 0.6542 -0.1753 -0.3479
C -0.3893 -0.1201 0.5698
N -0.2461 -0.3676 -0.4862
H -0.1802 -0.2087 -0.0441
H 0.0078 -0.2311 0.1508
H -0.1000 -0.3709 0.0167
H 0.0563 -0.3672 -0.1963
H 0.3440 -0.0474 -0.1797
H 0.3457 0.0982 0.3652
H 0.2569 0.0170 -0.0717
H -0.0045 0.1922 0.0136
H -0.1549 0.0732 -0.3191
H 0.1692 -0.0134 0.3538
H 0.0104 0.2588 0.1234

Results of the Löwdin charge analysis, in e, for atoms 1 through 6: number 1, Rb, carries 0.97; number 2, C, carries -0.11; number 3, O, carries -0.30; number 4, C, carries -0.20; number 5, C, carries -0.19; number 6, N, carries -0.12

Here is a structure of composition C12H32N8O2W from the OMol25 dataset. Energies are from ωB97M-V/def2-TZVPD.

As for the multiplicity: 3. The strongest force on any atom is 0.011 hartree/bohr. The total energy is -1130.7081 Eh. The LUMO energy (alpha / beta) comes out at -0.4750 / -0.5022 Eh. As for the expectation value of S²: 2.010. The value obtained for the HOMO energy (alpha / beta) is -0.7351 / -0.7351 Ha. The value obtained for the HOMO-LUMO gap (alpha / beta) is 7.077 / 6.337 eV. Its charge is +4.

Positions of all 55 atoms, in Å:
W 1.542 0.625 -1.197
N 3.625 -0.188 -1.264
C 4.649 0.908 -1.291
C 4.292 1.722 -2.496
N 2.839 2.152 -2.397
C 2.324 2.281 -3.812
C 0.828 2.191 -3.838
N 0.462 0.908 -3.135
C 2.755 3.502 -1.699
C 2.072 3.391 -0.362
N 0.807 2.607 -0.582
H 3.739 -0.766 -0.430
H 3.803 -0.817 -2.050
H 5.656 0.498 -1.364
H 4.581 1.460 -0.353
H 4.390 1.099 -3.385
H 4.935 2.590 -2.640
H 2.744 1.461 -4.395
H 2.685 3.210 -4.257
H 0.455 2.174 -4.861
H 0.334 3.019 -3.331
H 0.716 0.137 -3.758
H -0.554 0.848 -3.075
H 2.203 4.187 -2.345
H 3.753 3.919 -1.579
H 1.871 4.378 0.057
H 2.667 2.841 0.371
H 0.191 3.129 -1.205
H 0.302 2.543 0.303
N -0.623 -0.019 -0.598
C -0.689 -0.652 0.768
C -1.828 -1.678 0.967
C -2.497 -1.577 2.346
C -3.429 -2.766 2.591
N -4.096 -2.633 3.885
C -4.980 -3.518 4.372
N -5.329 -4.578 3.651
N -5.510 -3.333 5.573
C 0.671 -1.263 1.011
O 0.979 -2.093 1.771
O 1.659 -0.627 0.191
H -1.359 0.682 -0.671
H -0.890 -0.744 -1.268
H -0.776 0.165 1.492
H -1.401 -2.677 0.855
H -2.569 -1.557 0.172
H -3.058 -0.643 2.433
H -1.722 -1.574 3.118
H -2.844 -3.690 2.571
H -4.179 -2.815 1.796
H -3.832 -1.872 4.489
H -4.948 -4.754 2.739
H -5.991 -5.252 4.003
H -5.252 -2.553 6.154
H -6.174 -3.986 5.959

Forces on the atoms, in the same order (eV/Å):
W -0.4855 0.1244 -0.0988
N -0.0097 0.1863 -0.0112
C -0.0434 -0.1522 0.0853
C -0.1145 0.0596 -0.0780
N 0.0873 0.0520 0.0318
C 0.1370 0.0124 0.0884
C -0.1386 -0.0728 -0.0318
N 0.1827 -0.0550 0.0600
C 0.0266 -0.0319 -0.1744
C 0.0051 0.0200 0.0263
N 0.2650 -0.1681 0.0990
H 0.0305 -0.0214 0.0238
H 0.0027 -0.0151 -0.0249
H 0.0076 -0.0169 -0.0196
H 0.0220 0.0310 -0.0014
H 0.0535 -0.0001 -0.0026
H 0.0017 0.0050 0.0303
H -0.0289 -0.0054 -0.0293
H -0.0042 0.0042 -0.0205
H 0.0019 0.0125 -0.0158
H -0.0001 0.0206 0.0045
H -0.0222 -0.0001 -0.0611
H -0.0346 0.0408 -0.0227
H -0.0143 0.0104 0.0246
H -0.0046 0.0234 0.0056
H -0.1038 -0.0084 -0.0029
H 0.0307 0.0145 0.0194
H -0.0181 0.0143 -0.0360
H 0.0028 0.0344 0.0400
N 0.2047 -0.0832 -0.1171
C -0.1138 0.1298 -0.1210
C 0.0650 -0.0289 -0.0221
C 0.0951 -0.0587 0.0480
C -0.0022 0.0463 0.0758
N -0.0109 -0.0542 -0.0657
C -0.0300 -0.1113 -0.0274
N 0.0115 0.0657 0.0314
N 0.0440 0.0253 -0.0141
C 0.4514 0.3078 0.0403
O -0.0913 -0.1058 0.0017
O -0.1829 -0.3352 0.2702
H -0.0161 0.0242 0.0341
H -0.0656 -0.0248 0.0014
H -0.0646 0.0072 -0.0120
H -0.0215 -0.0146 -0.0620
H -0.0457 0.0671 0.0540
H -0.0051 0.0020 -0.0447
H -0.0178 -0.0034 0.0109
H 0.0020 -0.0102 -0.0122
H -0.0241 0.0183 0.0099
H 0.0175 0.0221 -0.0077
H -0.0006 -0.0168 -0.0093
H -0.0065 0.0036 0.0032
H -0.0201 0.0118 0.0146
H -0.0071 -0.0022 0.0116

Results of the Löwdin charge analysis, in e, for atoms 1 through 6: number 1, W, carries 1.78; number 2, N, carries -0.06; number 3, C, carries -0.15; number 4, C, carries -0.13; number 5, N, carries -0.24; number 6, C, carries -0.14

Here is a structure of composition C12H33AsN2O4PtS2Si3 from the OMol25 dataset. Energies are from ωB97M-V/def2-TZVPD.

As for the multiplicity: 1. The strongest force on any atom is 0.002 hartree/bohr. The total energy is -4907.6719 Eh. The LUMO energy comes out at -0.0003 Eh. The value obtained for the HOMO energy is -0.2831 Ha. The value obtained for the HOMO-LUMO gap is 7.695 eV. For the energy above the lowest of the compared OMol25 structures with the same formula, charge and spin, the calculation gives 0.0 kcal per mole. Its charge is 0.

Positions of all 58 atoms, in Å:
Pt 0.490 0.613 -1.042
O 2.174 1.425 -2.263
S 2.688 2.345 -1.224
O 3.131 3.614 -1.694
O 3.525 1.659 -0.263
O 1.246 2.602 -0.429
C -4.646 -0.239 0.036
Si -3.117 0.267 -0.930
C -2.968 -0.798 -2.467
C -3.269 2.056 -1.464
As -1.275 0.181 0.530
Si -1.272 -2.070 1.223
C -2.006 -3.381 0.093
C 0.490 -2.533 1.701
C -2.337 -2.055 2.772
Si 1.131 3.374 1.119
C 2.360 4.762 1.141
C 1.509 2.103 2.416
C -0.615 3.997 1.163
H -5.546 -0.098 -0.568
H -4.751 0.362 0.942
H -4.606 -1.289 0.334
H -3.889 -0.720 -3.052
H -2.807 -1.851 -2.231
H -2.143 -0.460 -3.097
H -4.116 2.193 -2.142
H -2.364 2.378 -1.985
H -3.413 2.713 -0.604
H -1.438 -3.512 -0.828
H -3.038 -3.143 -0.175
H -2.018 -4.335 0.630
H 1.220 -2.097 1.017
H 0.623 -3.618 1.707
H 0.715 -2.162 2.703
H -3.364 -1.762 2.543
H -1.947 -1.349 3.507
H -2.367 -3.047 3.231
H 3.385 4.393 1.079
H 2.250 5.314 2.078
H 2.200 5.451 0.311
H 2.495 1.674 2.230
H 0.768 1.303 2.415
H 1.515 2.565 3.406
H -0.800 4.676 0.328
H -0.791 4.546 2.091
H -1.330 3.175 1.114
S 0.390 -1.459 -1.871
C 2.004 -1.959 -1.634
N 2.442 -3.161 -2.061
C 3.760 -3.451 -1.495
C 4.254 -2.038 -1.168
N 2.993 -1.316 -1.027
H 1.783 -3.879 -2.309
H 4.397 -3.963 -2.212
H 3.667 -4.061 -0.593
H 4.841 -1.614 -1.985
H 4.836 -1.994 -0.251
H 2.954 -0.327 -0.795

Forces on the atoms, in the same order (eV/Å):
Pt -0.0548 -0.0324 0.0028
O 0.0098 -0.0142 -0.0313
S -0.0571 0.0562 -0.0089
O -0.0003 -0.0049 0.0073
O 0.0177 -0.0089 0.0222
O 0.0311 -0.0487 -0.0452
C -0.0001 0.0080 -0.0002
Si 0.0039 -0.0211 0.0165
C -0.0164 -0.0009 -0.0088
C -0.0024 0.0034 0.0029
As 0.0407 0.0119 -0.0398
Si -0.0255 0.0060 0.0094
C 0.0205 -0.0004 0.0062
C -0.0173 -0.0022 -0.0018
C 0.0150 -0.0115 0.0035
Si -0.0016 0.0057 0.0579
C 0.0038 -0.0147 -0.0015
C 0.0175 0.0136 0.0075
C -0.0014 -0.0105 -0.0152
H 0.0029 0.0002 -0.0040
H -0.0011 -0.0032 0.0006
H 0.0004 -0.0046 -0.0013
H 0.0050 -0.0067 -0.0051
H 0.0024 0.0071 0.0024
H 0.0031 0.0049 -0.0001
H 0.0000 -0.0002 0.0003
H 0.0008 0.0003 0.0004
H -0.0022 0.0016 -0.0026
H 0.0040 0.0035 -0.0053
H -0.0022 0.0044 0.0052
H -0.0027 -0.0035 -0.0105
H -0.0054 -0.0137 -0.0021
H -0.0109 -0.0028 0.0137
H 0.0055 0.0181 -0.0076
H -0.0009 0.0002 -0.0047
H 0.0004 0.0005 -0.0003
H -0.0009 0.0014 0.0002
H -0.0022 -0.0017 -0.0012
H 0.0075 0.0061 -0.0026
H 0.0016 0.0028 -0.0009
H -0.0038 -0.0019 0.0022
H 0.0025 0.0084 0.0001
H -0.0045 0.0039 0.0005
H -0.0081 -0.0010 0.0020
H -0.0017 -0.0016 0.0002
H 0.0099 -0.0019 0.0021
S 0.0219 0.0579 0.0414
C 0.0055 0.0097 -0.0103
N 0.0162 0.0045 0.0006
C -0.0109 -0.0044 -0.0169
C 0.0327 -0.0129 0.0011
N -0.0543 -0.0267 -0.0062
H -0.0027 -0.0047 0.0081
H 0.0009 -0.0020 0.0028
H -0.0018 -0.0005 0.0000
H -0.0051 0.0042 -0.0014
H -0.0030 0.0027 -0.0003
H 0.0181 0.0172 0.0160

Results of the Löwdin charge analysis, in e, for atoms 1 through 6: number 1, Pt, carries 0.47; number 2, O, carries -0.43; number 3, S, carries 0.37; number 4, O, carries -0.25; number 5, O, carries -0.32; number 6, O, carries -0.50